No. 1
Entry from OMol25: a 2-piece molecular cluster, C5H11NO2 overall at a distorted geometry (the ωB97M-V functional and the def2-TZVPD basis).

The value obtained for the energy above the lowest of the compared OMol25 structures with the same formula, charge and spin is 369.6 kJ/mol. For the HOMO energy (spin up / spin down), the calculation gives -6.88 / -9.25 eV.

Geometry as ORCA input:
```
! RIJCOSX wB97M-V def2-TZVPD def2/J DEFGRID3
* xyz 0 3
C 0.229 0.616 0.513
C 0.308 -0.657 0.095
C 0.088 1.803 -0.384
C 0.268 -1.890 0.996
C 0.403 -0.973 -1.349
N -2.878 0.146 0.314
O -3.900 0.562 0.770
O -2.759 -0.406 -0.726
H 0.394 0.861 1.588
H -0.575 2.373 0.161
H -0.205 1.559 -1.461
H 0.892 2.553 -0.628
H -0.528 -2.511 0.587
H 0.080 -1.550 2.043
H 1.099 -2.575 0.980
H -0.185 -1.829 -1.773
H 1.488 -1.130 -1.523
H 0.157 0.022 -1.864
H -1.932 0.237 0.957
*
```

No. 2
Entry from OMol25: C32H59N4OP2SV as an isolated structure at a distorted geometry (the ωB97M-V functional and the def2-TZVPD basis).

For the HOMO energy (spin up / spin down), the calculation gives -16.80 / -16.77 eV.

Geometry as ORCA input:
```
! RIJCOSX wB97M-V def2-TZVPD def2/J DEFGRID3
* xyz 3 2
C 2.410 -1.250 -1.631
C 1.438 0.646 -2.627
C 3.400 -1.278 -2.607
C 2.339 0.591 -3.687
C 3.351 -0.368 -3.660
H 4.169 -2.049 -2.535
H 2.236 1.315 -4.496
H 4.084 -0.403 -4.464
N 1.499 -0.255 -1.607
P 0.549 -2.417 0.098
P 0.035 2.315 -0.817
C 2.273 -2.329 -0.574
H 2.568 -3.307 -0.993
H 2.969 -2.122 0.257
C -1.410 -0.234 1.283
O -2.455 -0.715 1.684
C 0.319 1.611 -2.519
H 0.279 2.357 -3.321
C -1.591 3.318 -0.866
C 1.527 3.428 -0.527
C -0.396 -3.535 -1.122
C 0.833 -3.291 1.746
C -2.725 2.467 -0.266
H -2.559 2.259 0.799
H -3.665 3.033 -0.361
H -2.853 1.509 -0.783
C -1.498 4.606 -0.040
H -1.257 4.399 1.010
H -0.781 5.325 -0.452
H -2.485 5.095 -0.057
C -1.946 3.660 -2.316
H -2.858 4.279 -2.315
H -1.161 4.238 -2.823
H -2.160 2.752 -2.895
C 1.465 4.035 0.890
H 1.119 3.297 1.627
H 2.478 4.348 1.178
H 0.824 4.920 0.948
C 2.813 2.586 -0.599
H 2.795 1.753 0.116
H 2.999 2.191 -1.603
H 3.660 3.235 -0.335
C 1.558 4.520 -1.620
H 1.136 4.198 -2.582
H 1.044 5.436 -1.306
H 2.606 4.787 -1.815
C -0.545 -3.590 2.357
H -0.400 -3.997 3.369
H -1.162 -2.682 2.436
H -1.109 -4.336 1.783
C 1.590 -2.309 2.652
H 2.605 -2.103 2.290
H 1.056 -1.353 2.744
H 1.675 -2.745 3.657
C 1.679 -4.571 1.628
H 2.570 -4.427 1.003
H 2.025 -4.844 2.634
H 1.114 -5.426 1.244
C 0.037 -3.193 -2.553
H 1.071 -3.497 -2.762
H -0.617 -3.725 -3.261
H -0.057 -2.118 -2.754
C -1.897 -3.223 -0.955
H -2.138 -2.222 -1.337
H -2.478 -3.962 -1.527
H -2.224 -3.265 0.093
C -0.147 -5.032 -0.895
H 0.920 -5.285 -0.936
H -0.583 -5.398 0.043
H -0.641 -5.583 -1.711
V -0.089 -0.101 -0.200
N -1.358 -0.180 -1.665
C -1.193 0.478 -2.703
C -1.857 0.395 -4.092
C -1.332 1.424 -5.087
C -1.526 -0.983 -4.663
C -3.374 0.546 -3.880
H -1.517 2.454 -4.775
H -0.259 1.291 -5.261
H -1.842 1.279 -6.049
H -1.918 -1.775 -4.010
H -1.974 -1.104 -5.659
H -0.438 -1.105 -4.760
H -3.840 1.060 -4.732
H -3.827 -0.449 -3.774
H -3.608 1.114 -2.968
C 0.935 1.484 5.783
N 0.912 1.042 4.383
C -0.132 0.495 3.741
S -0.308 1.011 2.008
N -1.043 -0.281 4.318
C -0.861 -0.946 5.604
H -0.077 1.585 6.180
H 1.425 2.462 5.815
H 1.518 0.783 6.391
H 1.583 1.488 3.759
H -1.837 -0.555 3.732
H -1.652 -1.694 5.705
H 0.113 -1.454 5.657
H -0.953 -0.229 6.429
*
```